# 1
ORCA calculation (the ωB97M-V functional and the def2-TZVPD basis) on a molecular structure, C42H65BClCsN8O7 in a non-equilibrium geometry.

XYZ file:
```
125
Properties=species:S:1:pos:R:3:forces:R:3:mulliken_charge:R:1
Cs -2.443024 -0.433712 1.269175 2.849 1.209 -0.569 3.2661
C -1.742484 2.303272 -2.015506 -0.021 0.064 -0.033 -1.1101
C -0.549743 3.078545 -2.559689 -0.053 -0.005 0.231 0.7946
C -0.528796 4.498206 -1.969364 0.029 0.004 -0.108 -1.4618
C 0.770387 2.393758 -2.303504 -0.016 0.075 0.005 -0.8418
C 2.032792 2.897246 -2.661342 -0.103 0.089 -0.074 -0.8255
C 2.953780 2.017230 -2.135652 -0.054 -0.102 0.037 -0.4507
C 4.446286 2.333462 -2.206585 -0.062 -0.010 0.361 0.5639
C 4.680074 3.666871 -1.468136 -0.027 -0.054 0.024 -1.6975
C 5.479404 1.337859 -1.684720 -0.082 0.003 -0.041 -1.3167
N 2.242973 1.020297 -1.526431 0.100 -0.072 0.165 1.5299
N 0.902053 1.260811 -1.626072 0.313 0.022 -0.125 -0.1124
B 2.741878 -0.315171 -0.870406 -0.195 -0.002 0.035 0.3558
N 1.991935 -1.562224 -1.423514 0.078 0.073 -0.009 0.8870
N 0.816326 -1.992851 -0.880901 0.245 0.029 -0.202 -0.1550
C 0.513641 -3.125472 -1.490954 0.136 -0.134 -0.093 -0.5201
C 1.497895 -3.451223 -2.448124 -0.146 -0.098 -0.011 -0.8570
C 2.420469 -2.432878 -2.382455 -0.151 -0.032 0.156 0.1947
C 3.646082 -2.351226 -3.258607 0.095 0.269 0.166 0.2601
C 3.695807 -1.063372 -4.089223 -0.019 -0.045 -0.008 -1.6806
C 4.963087 -2.623252 -2.517153 -0.048 0.000 -0.005 -1.3473
C -0.716186 -3.927826 -1.177670 -0.176 0.191 -0.126 0.6096
C -1.627516 -4.029709 -2.410025 0.013 -0.114 0.032 -1.2506
C -1.480795 -3.371296 0.014798 0.074 -0.173 -0.051 -0.5185
N 2.719307 -0.284323 0.693116 0.195 -0.112 -0.133 1.0910
N 1.642331 0.106283 1.429546 0.263 0.125 -0.091 -0.6021
C 1.998127 0.011875 2.701970 0.123 -0.015 0.084 0.0684
C 3.317257 -0.469491 2.813145 -0.028 0.051 0.115 -0.8296
C 3.744583 -0.642635 1.513715 -0.120 0.045 -0.035 -0.1677
C 5.104610 -1.135532 1.089773 -0.074 -0.004 0.069 2.4367
C 6.205819 -0.224374 1.642887 0.028 -0.023 0.009 -1.6852
C 5.323030 -2.579702 1.553802 -0.034 -0.018 -0.068 -1.7563
C 1.094508 0.381565 3.847521 -0.244 -0.078 -0.126 0.8435
C 0.644133 -0.883908 4.591184 -0.034 0.035 0.092 -1.2365
C -0.103354 1.237577 3.411111 0.251 -0.217 0.210 -2.0292
H -2.669517 2.863948 -2.187367 0.113 -0.034 0.058 0.5610
H -1.640848 2.137600 -0.936059 -0.033 0.032 -0.172 -0.2661
H -1.836637 1.332455 -2.499249 0.060 0.280 0.083 0.4200
H -0.661060 3.177760 -3.643375 -0.014 -0.013 -0.108 0.5104
H -0.459798 4.458506 -0.876564 -0.002 -0.004 -0.103 0.1055
H -1.454571 5.024786 -2.229886 0.089 -0.049 0.061 0.4262
H 0.318405 5.081707 -2.343671 -0.050 -0.029 0.045 0.4324
H 2.247638 3.794702 -3.226805 -0.017 -0.061 0.108 0.6021
H 4.662131 2.496725 -3.263525 0.008 0.030 -0.158 0.5170
H 4.419219 3.548264 -0.410919 0.017 0.032 -0.096 0.3226
H 4.060555 4.466892 -1.873479 0.016 -0.034 0.031 0.4084
H 5.732133 3.965761 -1.541237 -0.062 -0.020 0.008 0.4502
H 5.317728 1.129984 -0.626909 0.013 -0.017 -0.071 -0.0701
H 6.473545 1.782196 -1.796442 -0.023 0.004 0.013 0.5312
H 5.471895 0.396411 -2.229245 -0.013 -0.022 0.016 0.0537
H 3.879859 -0.452465 -1.183824 -0.112 0.057 -0.090 -1.2608
H 1.530086 -4.310429 -3.108055 -0.020 0.140 0.077 0.4325
H 3.521005 -3.178206 -3.958203 -0.035 -0.102 -0.086 0.4752
H 3.615389 -0.178821 -3.457266 0.045 -0.040 -0.056 0.4665
H 2.859473 -1.038041 -4.792377 0.026 0.033 0.060 0.4038
H 4.628934 -1.006976 -4.661664 -0.047 0.001 0.031 0.3460
H 5.227467 -1.803455 -1.849783 0.003 -0.061 -0.079 0.1538
H 5.782356 -2.758961 -3.233535 -0.071 0.019 0.051 0.4434
H 4.874797 -3.531341 -1.914089 0.032 0.052 -0.035 0.3512
H -0.387635 -4.941417 -0.935330 0.079 -0.126 0.104 0.4502
H -1.951578 -3.034836 -2.715702 -0.010 0.007 0.002 0.0696
H -2.511662 -4.635164 -2.179036 0.071 0.048 -0.025 0.3870
H -1.096767 -4.491369 -3.249728 -0.044 0.027 0.049 0.4501
H -1.831218 -2.360768 -0.197181 0.109 -0.455 -0.352 -1.3404
H -0.846924 -3.326646 0.903250 -0.073 0.030 0.004 0.5033
H -2.348476 -4.003448 0.218035 -0.026 0.096 0.077 0.4224
H 3.884289 -0.644190 3.720971 -0.111 0.017 -0.149 0.5711
H 5.161613 -1.123508 0.004987 0.000 0.029 0.048 -1.3340
H 6.232820 -0.277900 2.735894 0.007 0.014 -0.069 0.3731
H 6.031339 0.816943 1.363978 0.028 -0.060 0.055 0.3394
H 7.187195 -0.526470 1.257591 -0.079 0.019 0.055 0.3802
H 5.253531 -2.644216 2.643583 0.010 -0.014 -0.056 0.3169
H 6.311099 -2.941754 1.245953 -0.076 0.023 0.022 0.4341
H 4.561314 -3.238270 1.127766 0.059 0.039 0.041 0.3735
H 1.697024 0.968294 4.544639 0.112 0.113 0.047 0.3652
H -0.106765 -1.424145 4.012202 0.064 0.010 0.034 0.0186
H 0.189578 -0.615465 5.553812 0.007 -0.053 -0.115 0.3686
H 1.492701 -1.549572 4.784552 -0.072 0.090 -0.007 0.4639
H -0.675296 0.710247 2.649341 0.297 0.267 0.307 -0.2189
H 0.222438 2.192398 3.001071 -0.036 -0.009 -0.053 0.4964
H -0.760875 1.425042 4.264428 -0.005 -0.029 -0.055 0.4850
N -4.380060 1.143561 3.334682 -0.060 -0.211 0.483 -0.1038
C -4.747623 0.416827 4.563264 0.139 0.156 -0.120 -0.6061
C -3.568481 -0.412399 5.063088 -0.060 -0.142 -0.138 -0.0931
C -3.338627 -1.594579 4.106381 -0.066 -0.630 0.331 0.0508
O -4.264875 -2.468832 4.066649 0.371 0.496 -0.093 -0.9371
O -2.310753 -1.588552 3.388013 -0.472 -1.138 2.415 -0.5771
H -5.189163 1.622920 2.961166 -0.012 0.079 -0.081 0.1975
H -4.124072 0.470917 2.620647 -0.609 0.309 0.381 -1.1206
H -5.595629 -0.260662 4.433799 -0.106 -0.056 -0.050 0.2862
H -5.028677 1.154161 5.318456 0.024 0.081 0.033 0.5108
H -3.810122 -0.817149 6.047424 -0.004 -0.026 0.035 0.4383
H -2.671729 0.205493 5.129527 -0.005 -0.023 -0.026 -0.1121
O -1.679326 -0.714219 -2.681542 0.037 -0.276 0.144 -0.7818
H -2.398219 -0.477055 -2.060374 0.167 -0.141 -0.043 0.2255
H -0.860960 -0.667895 -2.155544 -0.194 0.061 -0.104 0.2921
O 1.361573 2.980434 0.971916 0.108 0.207 -0.003 -0.8990
H 1.056663 2.922722 0.058986 -0.013 0.035 -0.100 0.1528
H 1.509657 2.040790 1.177912 -0.120 -0.088 0.032 0.4849
O -4.975317 -1.641904 1.696053 -0.331 -0.533 0.009 -0.2526
C -5.136953 -2.403549 0.585060 -0.186 -0.003 -0.123 0.2314
C -5.313781 -3.782805 0.624058 -0.026 -0.056 0.124 -0.8695
C -5.515751 -4.490557 -0.555919 0.035 0.119 -0.004 -0.4883
C -5.549879 -3.829812 -1.776399 -0.003 0.059 0.047 -0.7934
C -5.352543 -2.451335 -1.812214 0.004 -0.092 0.070 -0.1086
C -5.135252 -1.738350 -0.644430 0.040 0.121 0.048 1.2857
C -4.845161 -0.243960 -0.634850 -0.519 0.240 -0.479 -0.3081
O -5.801400 0.533741 -0.466997 0.269 -0.221 -0.023 -0.8947
O -3.620866 0.061039 -0.759767 -1.788 0.447 -2.245 -0.5890
H -4.783305 -2.187967 2.513477 -0.068 0.061 0.044 0.0724
H -5.293064 -4.289232 1.584242 0.020 0.021 -0.048 0.4646
H -5.638388 -5.565762 -0.517797 -0.030 -0.034 0.018 0.3588
H -5.718611 -4.381539 -2.693629 0.036 0.008 0.008 0.3651
H -5.358005 -1.921592 -2.758560 0.037 -0.017 0.026 0.4182
Cl -6.026299 4.574377 -1.854879 0.001 -0.011 0.003 -0.2798
C -4.735797 4.521540 -0.684759 0.052 -0.039 0.108 0.2546
C -3.978401 5.652947 -0.452777 -0.038 0.083 -0.035 -0.3874
C -2.954752 5.571450 0.476784 -0.035 0.073 0.028 -0.5706
C -2.748642 4.366308 1.129118 -0.113 -0.355 0.056 -0.2559
N -3.489174 3.276260 0.909475 -0.130 0.182 -0.273 0.1123
C -4.476491 3.341518 0.005073 0.305 0.185 0.182 -0.4915
H -4.188717 6.570077 -0.990866 0.032 -0.048 0.013 0.4055
H -2.327895 6.429725 0.690168 -0.008 -0.075 -0.030 0.3813
H -1.946700 4.257671 1.856502 -0.078 -0.005 -0.081 0.3352
H -5.053097 2.437772 -0.187863 0.056 -0.057 0.029 0.5552
```
Positions in Å, forces in eV/Å.

Its molar mass is 973.20 Da. The lowest unoccupied orbital energy is 0.141 Ha. The energy above the lowest of the compared OMol25 structures with the same formula, charge and spin comes out at 0.00 kcal per mole. As for the charge: -2. As for the HOMO-LUMO gap: 7.4 eV. The value obtained for the total energy is -3109.5788 hartree.



# 2
ORCA calculation (the ωB97M-V functional and the def2-TZVPD basis) on 2 unconnected molecules or ions with the total composition C3H12N2O3Si in a non-equilibrium geometry.

XYZ file:
```
21
Properties=species:S:1:pos:R:3:forces:R:3:mulliken_charge:R:1
C 1.883870 -0.612229 0.975687 0.942 -0.504 1.125 -0.6132
C 0.161022 0.139605 -2.962138 0.476 1.085 3.046 -0.6811
C -1.591457 -2.193933 0.550602 -1.821 -2.014 1.651 -0.5493
N -0.010620 2.944453 1.761956 -5.898 -1.271 10.153 0.0128
N 0.626356 3.063965 0.783698 5.432 1.207 -8.554 -0.4743
O 0.581849 -0.117290 0.876117 -0.610 0.317 0.930 -0.0665
O 0.327727 -0.380983 -1.629050 0.498 0.221 0.331 -0.2542
O -1.779568 -0.864717 0.195684 -0.419 -0.544 -0.156 -0.3945
Si -0.523028 0.056610 -0.309063 2.471 -3.217 0.934 0.5490
H 2.344218 -0.528150 2.020713 -1.174 0.241 -0.997 0.2391
H 2.526231 0.010619 0.362711 0.357 -0.478 -0.486 0.2853
H 1.932083 -1.719179 0.790762 0.003 1.052 -0.444 0.2524
H -0.110686 1.187693 -2.908804 -0.168 0.334 -0.115 0.3106
H -0.650196 -0.422579 -3.237215 -1.543 -1.212 -2.394 0.2862
H 1.122232 0.081589 -3.396336 0.581 -0.542 -1.174 0.2429
H -1.030469 -2.724362 -0.265966 -0.718 -0.045 0.961 0.2699
H -2.650480 -2.719219 0.881343 2.346 1.190 -1.611 0.2055
H -1.094637 -2.277294 1.542814 0.420 0.090 -0.767 0.2205
H -1.032121 3.084572 1.836685 0.404 0.088 -0.549 0.2480
H 0.387035 3.009459 2.733600 0.020 -0.022 -1.121 0.2441
H -1.419360 0.981372 -0.603800 -1.600 4.022 -0.763 -0.3331
```
Positions in Å, forces in eV/Å.

The spin multiplicity is 3. Its molar mass is 152.23 Da. The lowest unoccupied orbital energy (alpha / beta) is 0.033 / 0.001 Ha. Its expectation value of S² is 2.006. The energy above the lowest of the compared OMol25 structures with the same formula, charge and spin comes out at 0.00 kcal per mole. As for the HOMO-LUMO gap (alpha / beta): 7.6 / 10.1 eV. The value obtained for the total energy is -746.1116 hartree.